[1]
C4H12N2 as an isolated structure at a distorted geometry, computed with ωB97M-V/def2-TZVPD.

```
18
C4H12N2 | OMol25 | ωB97M-V/def2-TZVPD
N 1.368 1.251 0.373
C -1.582 0.093 2.060
C -0.921 -0.712 0.977
C -0.348 -0.111 -0.130
C 0.321 -0.875 -1.229
N 0.738 0.129 -2.225
H 0.882 1.757 1.107
H 2.365 1.159 0.544
H -2.385 0.720 1.677
H -0.812 0.731 2.496
H -1.951 -0.560 2.845
H 0.328 -0.224 1.021
H -1.002 -1.791 1.016
H -0.597 0.899 -0.415
H -0.366 -1.512 -1.797
H 1.165 -1.483 -0.898
H 1.223 -0.274 -3.015
H 1.358 0.767 -1.724
```

As for the net charge: 0.

=====

[2]
One molecule with the formula C4H12N2 at a distorted geometry, computed with ωB97M-V/def2-TZVPD.

```
18
C4H12N2 | OMol25 | ωB97M-V/def2-TZVPD
C -1.399 0.119 0.351
C -0.308 -0.830 0.851
C 1.149 -0.344 0.641
C 1.006 0.126 -1.914
N 1.614 -0.326 -0.703
N -1.969 0.917 1.458
H -1.078 0.772 -0.462
H -2.204 -0.476 -0.079
H -0.411 -1.794 0.350
H -0.434 -0.980 1.920
H 1.226 0.590 1.217
H 1.772 -1.054 1.172
H 1.771 0.311 -2.672
H 0.495 1.091 -1.793
H 0.336 -0.603 -2.362
H 2.586 -0.538 -0.833
H -1.327 1.660 1.711
H -2.825 1.361 1.146
```

As for the net charge: 0.

=====

[3]
A 2-piece molecular cluster, C4H12N2 overall at a distorted geometry, computed with ωB97M-V/def2-TZVPD.

```
18
C4H12N2 | OMol25 | ωB97M-V/def2-TZVPD
C -3.148 0.478 -0.673
N -2.009 -0.386 -0.642
C -1.144 0.027 0.397
C 0.266 -0.460 0.075
N 1.272 -0.067 0.981
C 4.106 0.117 -0.155
H -2.810 1.513 -0.792
H -3.776 0.412 0.229
H -3.866 0.312 -1.483
H -1.185 1.094 0.556
H -1.367 -0.508 1.359
H 4.474 -0.713 -0.755
H 0.356 -1.532 -0.145
H 0.614 0.095 -0.870
H 0.700 0.261 1.770
H 4.430 0.295 0.870
H 4.075 0.990 -0.810
H 3.013 -0.046 0.076
```

As for the net charge: 0.

=====

[4]
A 2-piece molecular cluster, C4H12N2 overall at a distorted geometry, computed with ωB97M-V/def2-TZVPD.

```
18
C4H12N2 | OMol25 | ωB97M-V/def2-TZVPD
C 3.435 0.284 0.472
C 2.525 -0.649 1.202
N 1.734 -1.582 0.252
H 2.888 1.019 -0.116
H 4.038 0.869 1.236
H 4.281 -0.234 0.028
H 3.033 -1.340 1.933
H 1.933 -0.249 2.036
H 1.151 -2.161 0.844
H 1.313 -0.896 -0.359
C -2.908 1.868 -0.272
C -2.892 0.812 -1.093
N -2.596 -0.505 -0.805
H -2.435 1.773 0.689
H -3.326 2.817 -0.546
H -3.358 0.905 -2.090
H -2.163 -0.589 0.114
H -2.101 -1.100 -1.443
```

As for the net charge: 0.

=====

Number 1: E_tot -7318.06648 eV. Number 2: E_tot -7321.93693 eV. Number 3: E_tot -7315.98037 eV. Number 4: E_tot -7321.16789 eV.